Record 1
C3H4F8MgNO5S2 | ωB97M-V/def2-TZVPD

Computed properties:
Charge: -1
Energy above the lowest of the compared OMol25 structures with the same formula, charge and spin, kcal/mol: 3.6

```
24
Properties=species:S:1:pos:R:3:lowdin_charge:R:1
Mg -6.5129 -4.8407 -13.7177 0.5472
C -9.7067 -2.7263 -14.9013 -0.6452
F -10.3380 -3.8631 -15.2030 0.1243
F -10.3166 -1.7274 -15.5291 0.1489
F -9.8080 -2.5785 -13.5710 0.1184
S -7.8954 -2.7726 -15.3721 0.6392
O -7.7135 -2.0197 -16.5643 -0.2484
O -7.2356 -2.2741 -14.2069 -0.2799
N -7.4577 -4.3786 -15.3653 -0.3146
S -7.8379 -5.1143 -16.7578 0.5866
O -8.0269 -6.5030 -16.5532 -0.2432
O -8.8438 -4.4060 -17.4815 -0.2726
C -6.3253 -5.0247 -17.7457 -0.6944
F -6.4881 -5.7539 -18.8374 0.1508
F -6.0369 -3.7672 -18.0876 0.1422
F -5.3300 -5.5256 -17.0178 0.1544
F -6.0459 -6.6364 -13.6920 -0.5271
F -4.8940 -3.9173 -13.4904 -0.5500
C -8.9009 -5.7543 -12.2402 -0.0726
O -7.8913 -4.7127 -12.2799 -0.1465
H -8.9016 -6.2637 -13.2064 0.0913
H -8.6461 -6.4931 -11.4844 0.0898
H -9.9015 -5.3429 -12.1099 0.0878
H -8.1711 -3.9916 -11.7125 0.1133
```

=====

Record 2
C5H2NO2S | ωB97M-V/def2-TZVPD

Computed properties:
Charge: -1
Energy above the lowest of the compared OMol25 structures with the same formula, charge and spin, kcal/mol: 59.8

```
11
Properties=species:S:1:pos:R:3:lowdin_charge:R:1
C 0.7911 -2.1377 0.2466 -0.3204
C 1.2526 -3.2384 0.0067 -0.2957
C -1.4150 1.2071 0.0488 -0.3445
C 1.3043 0.5055 0.5316 -0.5442
C 0.3039 -0.3728 0.0664 -0.6872
N -1.0529 -0.1043 -0.0204 0.0356
O -0.7059 2.0452 0.5690 0.0307
O 2.0680 1.1041 1.2103 0.1008
S 1.2818 0.1937 -1.3725 0.7673
H -2.3372 1.3860 -0.5051 0.1278
H -1.4906 -0.5884 -0.7815 0.1297
```

=====

Record 3
C9H11N4Se | ωB97M-V/def2-TZVPD

Computed properties:
Charge: +1
Energy above the lowest of the compared OMol25 structures with the same formula, charge and spin, kcal/mol: 6.9
SMILES: CCN(/N=N/c1ccccc1)[N+]#C[SeH]

```
25
Properties=species:S:1:pos:R:3:lowdin_charge:R:1
C -3.5546 2.5776 0.1314 -0.0741
C -3.5180 1.3462 0.7810 -0.0695
C -2.4531 3.0469 -0.5851 -0.0823
C -2.3313 0.5876 0.7509 0.0110
C -1.2746 2.3097 -0.6458 -0.0155
C -1.2049 1.0468 -0.0193 -0.3115
C 3.4235 0.0431 0.4877 -0.4105
C 1.7449 -3.1965 -1.0297 -0.0296
C 1.3495 -2.7022 0.3656 -0.1258
N 2.3699 -0.4764 0.2466 0.0981
N 0.1009 -0.7380 0.3224 0.0774
N -0.0467 0.4240 -0.0979 0.0833
N 1.3289 -1.2263 0.2538 -0.1741
Se 4.9763 0.7704 -0.0487 1.0172
H -4.4478 3.2175 0.3462 0.1299
H -4.4509 0.9062 1.1067 0.1092
H -2.6737 3.9507 -1.2064 0.1257
H -2.3660 -0.4626 1.1232 0.1179
H -0.4010 2.6718 -1.3586 0.1559
H 2.7333 -2.8703 -1.0977 0.0578
H 1.1711 -2.5553 -1.6578 0.0817
H 1.4753 -4.1807 -1.1106 0.0622
H 2.0948 -2.8435 1.2622 0.1671
H 0.3364 -2.9666 0.5460 0.1061
H 5.6175 1.3198 1.1340 -0.1076
```

=====

- Which formula does entry 2 have?
  C5H2NO2S